1.
ORCA calculation (ωB97M-V with the def2-TZVPD basis set) on C32H34NO5P2STi as an isolated structure.

Atoms and positions in Å:
1 C -2.9880 -2.5301 -1.8521
2 H -1.2248 2.6745 -5.2835
3 N 0.3067 -0.6271 -0.2568
4 C 1.6967 1.2095 1.3595
5 C 1.8856 0.5025 -1.8745
6 C 0.8703 -2.7762 1.9763
7 C -4.0477 0.9923 3.5253
8 H -5.7287 -0.9295 1.5705
9 H 3.6646 2.9259 -1.8354
10 H -4.4264 0.7145 4.5139
11 C 3.5314 3.2775 1.1198
12 O -5.5732 -0.1197 2.0797
13 H -3.6935 -1.7059 -1.8717
14 H 0.3339 -2.9925 1.0621
15 H 2.2763 -4.3621 4.6137
16 H -4.5369 1.9108 3.1977
17 C 1.1349 -1.4565 2.3342
18 H 3.4100 -0.0633 1.6546
19 H 1.8284 4.5530 0.8206
20 C -2.1784 2.5081 3.5328
21 H -4.3689 -3.9138 -2.7236
22 C 1.7931 -1.1912 3.5353
23 H 2.5232 -0.4904 -3.6822
24 C -1.2981 2.0211 -4.4242
25 H 0.1996 2.7205 1.0065
26 H 0.2125 -3.2577 -0.9905
27 C -1.5557 2.5540 -3.1693
28 C 1.4414 -0.7887 -1.1883
29 H -0.4709 -5.4499 -1.8528
30 P -1.3301 -0.6757 -0.7291
31 C -1.1804 -4.6330 -1.8480
32 H -1.1605 2.5078 3.9220
33 O -3.5227 -1.0430 2.3110
34 C 1.2569 2.5116 1.1218
35 H 5.0341 1.7785 1.4432
36 C -1.4609 0.3448 -2.2175
37 C 1.2842 -3.8191 2.7919
38 P 0.4480 -0.0926 1.3587
39 C 2.9280 0.2051 -2.9427
40 C 1.9529 -3.5496 3.9770
41 H 4.2487 4.0826 1.0276
42 H 2.2712 -1.2407 -0.6358
43 C -1.6385 1.7204 -2.0638
44 C 2.2020 -2.2358 4.3495
45 C -3.3683 -3.7687 -2.3390
46 C -1.1381 0.6510 -4.5837
47 H 5.1184 1.9529 -2.1896
48 H 1.0806 -4.8415 2.5023
49 C -1.2195 -0.1883 -3.4842
50 C 4.3273 2.5668 -2.6210
51 H 1.1439 -1.5097 -1.9540
52 O -2.6271 1.1389 3.5805
53 H -1.0887 -1.2562 -3.6115
54 H 4.7822 3.4257 -3.1109
55 H -2.7577 -5.7894 -2.7231
56 H 3.8156 -0.2659 -2.5103
57 H -0.9445 0.2379 -5.5647
58 C 2.1746 3.5444 1.0027
59 H 2.7190 -2.0233 5.2757
60 H -2.7954 3.1415 4.1681
61 C 3.0617 0.9463 1.4738
62 H -1.8343 2.1399 -1.0858
63 H 2.2916 1.1971 -1.1399
64 C -2.4629 -4.8227 -2.3373
65 O -1.9063 4.1881 1.8681
66 C 3.9750 1.9812 1.3538
67 S 3.4336 1.6546 -3.8931
68 H -1.6903 3.6207 -3.0485
69 H 1.9949 -0.1693 3.8336
70 O -2.3637 2.0958 1.1937
71 Ti -2.1204 0.1904 1.6106
72 C -1.6968 -2.3316 -1.3590
73 C -2.1531 3.0307 2.0867
74 H 1.0287 0.9911 -2.3391
75 C -4.3337 -0.1079 2.5380
76 C -0.7965 -3.3916 -1.3565

Spin multiplicity ... 3
LUMO energy (alpha / beta) ... -0.101 / -0.104 Ha
Expectation value of S² ... 2.0073
HOMO-LUMO gap (alpha / beta) ... 7.138 / 7.604 eV
HOMO level (alpha / beta) ... -9.890 / -10.444 eV
Net charge ... +1
F_max ... 0.45 eV/A

2.
ORCA calculation (ωB97M-V with the def2-TZVPD basis set) on a 2-piece molecular cluster, C32H35BClF8NO8S overall in a non-equilibrium geometry.

Atoms and positions in Å:
1 C -0.4118 2.9181 1.7563
2 H -0.4487 -1.2700 -2.9357
3 C -0.5052 2.3235 0.2356
4 H 0.2234 2.1278 -2.7777
5 C 1.6475 1.2187 -0.4050
6 H 0.4447 0.1595 -4.5683
7 F 2.0450 6.7318 1.1948
8 F -0.5103 -4.8149 0.6981
9 H -2.1949 -0.0856 -2.7172
10 C -0.8601 -3.9710 1.9040
11 B 2.4486 6.1570 2.4678
12 O 2.6377 3.2795 0.7103
13 C -1.6528 -1.0606 -0.1481
14 H 2.4627 3.2044 3.4447
15 H 0.1520 3.0712 -0.4323
16 F -3.7705 -2.7333 1.8943
17 C 3.2185 1.2650 2.0938
18 C 4.0729 -0.1230 2.1906
19 H -1.3853 0.0179 -6.4547
20 C 4.6662 -0.5454 3.6805
21 H 5.2488 -1.5631 3.7495
22 H 3.9915 -4.1111 0.3282
23 O -2.0965 2.6011 3.9477
24 H -1.5953 2.5882 -0.0806
25 C -4.4559 -1.6200 1.2382
26 C 1.1878 -5.2198 -2.0686
27 H 0.3965 0.2762 2.2969
28 H -4.0018 1.8557 -3.8817
29 F 2.3546 7.1685 3.5077
30 C -2.7515 -2.6808 -2.2266
31 C 4.5039 0.3386 5.0555
32 H -0.4257 -3.8008 -3.0933
33 H 0.9358 -2.6188 1.6844
34 C -1.4937 0.6214 -2.0556
35 C -1.8195 3.0600 2.5758
36 O -2.7242 1.5217 -5.7523
37 H 2.8012 -1.6743 -0.1349
38 H 1.3708 -0.5876 1.0453
39 H -2.4540 -3.4051 -0.1758
40 N -0.6876 -0.1648 -0.9966
41 C -0.4350 0.9555 -4.6059
42 C 2.5115 1.9215 0.7749
43 H 0.7800 -6.1976 -2.6195
44 C -0.9685 -1.2176 1.3365
45 O -3.4759 1.0423 0.7471
46 C 3.0501 2.1661 3.4956
47 H -3.8159 -3.2166 -2.3244
48 H 0.3643 2.4177 2.4671
49 C 0.1884 -0.9759 -1.9635
50 H 1.0457 -0.3217 -2.4856
51 C -1.7656 0.4607 -5.4135
52 C 0.4707 -3.7611 -2.3073
53 O -4.7739 0.2976 -5.2844
54 O -4.3163 -0.2878 -1.0487
55 H 1.7716 1.9604 -1.3352
56 H 3.5514 2.4612 5.8968
57 C -0.2185 -2.4884 1.9649
58 C 0.0675 0.8458 -0.0760
59 H -2.3390 1.3158 -1.5730
60 F -5.0703 -0.8010 2.3505
61 H -2.2919 -2.3451 -3.2483
62 H 0.0161 1.8749 -5.2175
63 O -2.8317 3.7372 1.9646
64 H 2.2967 0.2923 -0.7526
65 S -3.4105 -0.4207 0.2515
66 H -0.0274 4.0476 1.6512
67 H -1.3120 2.0409 4.2514
68 C -3.9030 1.2303 -4.8695
69 C 3.0375 -4.0279 -0.3860
70 F 1.5745 5.0425 2.7953
71 C 0.3097 -0.1329 1.2116
72 C 2.4758 -5.4013 -1.0767
73 H -2.2947 -0.4461 -4.8681
74 H 4.9327 0.0591 6.1126
75 F 3.8206 5.6854 2.3732
76 C 3.6779 1.7578 4.9498
77 H 4.2433 -0.7713 1.2249
78 Cl -1.7718 -0.4659 2.8814
79 C -2.2494 -2.4479 -0.8619
80 H -0.1321 -2.2695 3.1433
81 C 2.2907 -2.5743 -0.6628
82 H -1.5012 2.4920 -3.3653
83 C 0.9570 -2.3238 -1.5800
84 O -1.6296 -4.5834 2.8164
85 H 2.9153 -6.4896 -0.9309
86 F -5.6228 -2.1871 0.4925
87 C -0.7573 1.5938 -3.0913

Spin multiplicity ... 1
LUMO energy ... -0.107 Ha
HOMO-LUMO gap ... 6.252 eV
HOMO level ... -9.175 eV
Net charge ... 0
F_max ... 11.94 eV/A

3.
ORCA calculation (ωB97M-V with the def2-TZVPD basis set) on C32H35CdMgN10O9 as an isolated structure in a non-equilibrium geometry.

Atoms and positions in Å:
1 H -2.7651 -1.3769 -6.5552
2 H 4.4014 0.0293 -1.9342
3 O 0.8013 -0.2731 0.2388
4 O -2.9963 2.4915 -0.2771
5 C 1.9459 -0.3048 -3.0683
6 H 1.0374 2.1898 -4.9331
7 N 3.7347 1.2078 -0.2572
8 N 1.1385 -4.7515 1.5359
9 H -2.0266 4.3201 -1.7703
10 C 0.7583 3.6255 4.7268
11 O -3.7647 -0.5784 1.5971
12 C -1.8777 -2.7036 -3.5894
13 O -3.8305 -0.1961 -0.4740
14 H -1.5442 -3.6419 -3.1713
15 C 1.6393 -2.7199 2.2604
16 H 2.9580 0.6401 0.0502
17 C 5.3353 2.8481 -0.4585
18 C -1.2560 -3.5175 5.1960
19 H 1.5116 -1.3497 -1.2965
20 C -0.6099 4.6936 -3.3302
21 H 1.4811 4.3995 4.9386
22 N 1.7479 -1.3642 -2.2783
23 H 3.3464 -3.3002 3.5195
24 N -2.6693 -0.3771 -3.2774
25 H -1.3508 -4.3150 3.1672
26 N -0.3466 0.1030 0.2353
27 H -0.6111 0.9444 -3.6368
28 N -1.9510 -1.1391 3.8207
29 H -0.9391 4.8557 5.2584
30 Cd -2.8332 1.1146 -1.7990
31 C 4.5904 0.8930 -1.3139
32 C 5.5743 1.8626 -1.4263
33 H 2.7045 -2.7981 -5.0963
34 H -2.0801 -0.2865 5.7040
35 H 2.2577 2.3755 3.7600
36 C 0.4209 2.7391 -4.2370
37 C -0.5604 2.0191 -3.5421
38 H 0.9328 4.7766 -4.7415
39 C 2.2665 -0.8271 -4.3153
40 C 0.2324 1.5976 3.7116
41 C -2.5340 -1.3891 -5.5003
42 H -0.8892 -4.4745 5.5367
43 H -2.0346 -1.7680 -1.7798
44 N -4.2869 -0.7279 0.5066
45 C -1.4128 -2.3478 5.9112
46 H 0.5503 0.7592 3.1094
47 C 2.5069 -3.5919 2.9058
48 Mg -2.5024 0.5150 2.6960
49 H 2.5464 -5.8034 2.6919
50 H 1.7562 -1.6494 2.3423
51 O -3.1019 4.2508 0.8899
52 C 1.2135 2.5070 4.0019
53 H 2.0241 -3.4531 -2.3901
54 N -3.0199 3.0256 0.8063
55 N -1.1218 1.7919 3.7855
56 C 4.1778 2.3952 0.2653
57 H -0.6203 5.7618 -3.1716
58 H -1.3506 -2.3178 6.9890
59 C -2.8716 -0.3608 -4.6346
60 C -2.1341 -1.6064 -2.8430
61 C 0.7282 -3.4126 1.4659
62 O -2.9828 2.3120 1.7789
63 C -1.5243 3.8930 -2.6257
64 O -1.0713 0.1685 1.2371
65 H -2.6021 3.1713 4.4298
66 C -0.6470 3.8808 4.8968
67 H -2.0350 -2.2726 2.1322
68 H -1.7344 -3.3774 -5.6412
69 C 2.3977 -2.1802 -4.2653
70 C 2.1395 -4.8319 2.4528
71 H 6.3576 1.9123 -2.1681
72 C -1.8629 -2.3523 3.1955
73 C 2.1088 -2.5157 -2.9197
74 C -1.5487 2.9347 4.4016
75 H 6.0125 3.6584 -0.2325
76 O -5.2851 -1.4199 0.3646
77 N -1.6269 2.5220 -2.7759
78 O -0.9528 0.3959 -0.8399
79 H 1.8669 0.6892 -2.6534
80 H 3.6536 2.8076 1.1147
81 C 0.3202 4.0936 -4.1717
82 H -0.0473 -3.0537 0.8055
83 C -1.9901 -2.5731 -4.9674
84 H -3.2950 0.5771 -4.9623
85 C -1.7201 -1.1482 5.1615
86 H 0.6862 -5.5499 1.1138
87 H 2.4224 -0.2720 -5.2286
88 C -1.4670 -3.4792 3.8411

Spin multiplicity ... 2
LUMO energy (alpha / beta) ... -0.178 / -0.330 Ha
Expectation value of S² ... 0.7621
HOMO-LUMO gap (alpha / beta) ... 7.519 / 3.401 eV
HOMO level (alpha / beta) ... -12.372 / -12.372 eV
Net charge ... +2
F_max ... 6.13 eV/A

Question: Number 1 is which compound?
Answer: C32H34NO5P2STi

Question: What is the spin multiplicity in the second record?
Answer: 1